Record 1
{"formula": "C34H37N5Ti", "method": "wB97M-V/def2-TZVPD", "multiplicity": 2, "energy_ha": -2440.83557, "e_homo_ev": [-2.3, -2.7], "s_squared": 1.15, "total_charge": -1, "orbital_gap_ev": [4.294, 4.654], "symbols": ["Ti", "N", "N", "C", "C", "C", "C", "H", "H", "H", "C", "C", "H", "H", "H", "C", "C", "H", "H", "H", "C", "H", "H", "H", "C", "H", "H", "H", "C", "H", "C", "H", "C", "H", "C", "H", "C", "C", "H", "C", "C", "H", "C", "H", "N", "C", "C", "C", "H", "C", "C", "H", "H", "H", "C", "H", "C", "C", "H", "H", "H", "C", "H", "H", "H", "N", "C", "C", "C", "C", "C", "N", "C", "H", "H", "H", "H"], "xyz": [[-0.158, 0.039, 0.426], [-1.256, 1.378, 5.401], [0.740, 2.948, -0.301], [-0.823, -1.621, -0.663], [-1.974, -1.065, 0.049], [-1.994, -1.670, 1.381], [-2.990, -1.509, 2.333], [-3.862, -0.914, 2.080], [-2.241, -0.304, 3.828], [-3.120, -2.303, 3.063], [-0.767, -2.419, 1.533], [-0.353, -3.115, 2.770], [-0.791, -4.122, 2.824], [-0.681, -2.565, 3.660], [0.739, -3.227, 2.826], [-0.101, -2.454, 0.295], [0.962, -3.431, -0.058], [1.769, -3.411, 0.687], [1.401, -3.211, -1.037], [0.581, -4.468, -0.095], [-3.131, -0.372, -0.568], [-3.930, -1.106, -0.746], [-2.883, 0.089, -1.532], [-3.544, 0.406, 0.086], [-0.745, -1.783, -2.140], [0.290, -1.796, -2.498], [-1.276, -0.979, -2.656], [-1.220, -2.735, -2.432], [-0.286, 1.824, 6.177], [-0.384, 1.710, 7.270], [0.894, 2.448, 5.707], [1.653, 2.800, 6.422], [1.043, 2.587, 4.321], [1.904, 3.095, 3.899], [0.043, 2.103, 3.486], [0.163, 2.119, 2.403], [-1.036, 1.376, 4.063], [-1.848, 0.501, 3.217], [-2.378, 0.905, 2.364], [0.444, 1.757, -0.932], [-0.360, 3.751, -0.679], [-0.910, 4.350, 0.051], [-0.758, 3.423, -1.957], [-1.273, 3.991, -2.728], [-0.197, 2.132, -2.180], [-0.064, 1.462, -3.398], [-1.072, 1.535, -4.396], [-0.846, 0.899, -5.628], [-1.625, 0.899, -6.380], [0.333, 0.199, -5.876], [0.547, -0.458, -7.208], [1.156, -1.365, -7.112], [1.075, 0.213, -7.900], [-0.405, -0.727, -7.681], [1.318, 0.132, -4.893], [2.207, -0.449, -5.077], [1.149, 0.779, -3.658], [2.192, 0.680, -2.606], [2.344, 1.606, -2.034], [3.147, 0.396, -3.063], [1.922, -0.117, -1.893], [-2.395, 2.145, -4.081], [-2.338, 3.218, -3.877], [-2.834, 1.637, -3.211], [-3.082, 2.031, -4.923], [1.942, -1.174, 6.415], [2.167, -1.053, 5.277], [2.414, -0.897, 3.856], [3.684, -1.035, 3.286], [3.823, -0.879, 1.915], [2.710, -0.547, 1.147], [1.497, -0.370, 1.712], [1.326, -0.622, 3.034], [4.531, -1.277, 3.933], [4.781, -1.018, 1.412], [2.747, -0.425, 0.067], [0.299, -0.569, 3.422]], "lowdin_spin": [1.335, 0.001, 0.000, -0.016, -0.045, 0.018, -0.239, -0.011, -0.012, -0.013, -0.058, -0.011, -0.004, -0.001, -0.001, 0.012, 0.003, 0.000, 0.001, 0.001, -0.007, -0.005, 0.000, 0.000, 0.005, 0.000, 0.000, -0.001, 0.000, 0.000, 0.002, 0.000, 0.000, 0.000, 0.002, 0.003, -0.002, -0.033, 0.004, 0.005, 0.002, 0.000, 0.000, 0.000, 0.001, 0.001, 0.000, 0.000, 0.000, 0.000, 0.000, 0.000, 0.000, 0.000, 0.000, 0.000, 0.000, 0.004, 0.000, 0.000, 0.004, 0.000, 0.000, 0.000, 0.000, 0.000, 0.000, 0.001, 0.007, 0.001, 0.014, 0.015, 0.011, 0.000, 0.000, 0.004, 0.001]}

Record 2
{"formula": "C4H8O3", "method": "wB97M-V/def2-TZVPD", "e_above_lowest_kj_mol": 290.19, "energy_ha": -382.85429, "e_homo_ev": -10.0, "smiles": "CC(=O)COC=O.[H][H]", "orbital_gap_ev": 10.741, "symbols": ["C", "C", "O", "C", "O", "C", "O", "H", "H", "H", "H", "H", "H", "H", "H"], "xyz": [[-0.826, 1.222, -1.222], [-0.957, 0.476, 0.049], [-1.885, 0.599, 0.826], [0.200, -0.384, 0.404], [1.188, -0.594, -0.607], [2.449, -0.506, -0.153], [2.696, -0.271, 0.995], [-0.952, 0.430, -1.965], [0.157, 1.669, -1.375], [-1.605, 1.973, -1.302], [0.296, 0.471, 1.188], [0.090, -1.331, 0.921], [3.182, -0.649, -0.965], [-2.131, -1.199, 1.560], [-1.902, -1.906, 1.645]], "lowdin_charge": [0.008, -0.493, 0.010, -0.126, -0.017, -0.330, 0.084, 0.106, 0.096, 0.093, 0.193, 0.115, 0.152, 0.050, 0.060]}

Record 3
{"formula": "C33H35N8O7PW", "method": "wB97M-V/def2-TZVPD", "e_above_lowest_kj_mol": 31.19, "multiplicity": 3, "energy_ha": -2650.98716, "e_homo_ev": [-14.0, -14.2], "s_squared": 2.02, "total_charge": 2, "orbital_gap_ev": [6.755, 6.608], "symbols": ["W", "C", "C", "C", "C", "N", "C", "N", "C", "N", "C", "N", "C", "C", "C", "C", "C", "N", "C", "C", "C", "C", "C", "C", "H", "H", "H", "H", "H", "H", "H", "H", "H", "H", "H", "H", "O", "N", "O", "C", "C", "C", "C", "O", "C", "C", "N", "O", "O", "N", "O", "O", "H", "H", "C", "C", "C", "P", "C", "C", "C", "C", "C", "C", "H", "H", "H", "H", "H", "H", "H", "H", "H", "H", "H", "H", "H", "H", "H", "H", "H", "H", "H", "H", "H"], "xyz": [[-0.081, -0.344, 0.285], [-2.929, -3.043, -1.565], [-4.051, -3.025, -0.735], [-3.999, -2.323, 0.445], [-2.848, -1.615, 0.790], [-1.788, -1.585, -0.046], [-1.827, -2.321, -1.187], [-2.833, -1.060, 2.058], [-1.971, -0.278, 2.568], [-0.938, 0.460, 1.906], [-0.070, 0.948, 2.935], [1.063, 1.516, 2.816], [1.846, 1.636, 1.680], [2.924, 2.521, 1.771], [3.824, 2.622, 0.737], [3.655, 1.816, -0.393], [2.575, 0.976, -0.434], [1.663, 0.893, 0.570], [-0.663, 0.624, 4.238], [-0.179, 0.853, 5.513], [-0.926, 0.344, 6.567], [-2.102, -0.380, 6.342], [-2.567, -0.621, 5.056], [-1.822, -0.095, 4.017], [-2.907, -3.614, -2.481], [-4.942, -3.578, -1.001], [-4.819, -2.315, 1.149], [-0.930, -2.311, -1.795], [3.024, 3.092, 2.682], [4.662, 3.302, 0.808], [4.348, 1.840, -1.221], [2.393, 0.347, -1.299], [0.734, 1.409, 5.677], [-0.592, 0.502, 7.583], [-2.655, -0.764, 7.188], [-3.467, -1.191, 4.873], [5.517, -5.297, 1.789], [5.399, -4.963, 0.634], [6.129, -5.249, -0.283], [4.256, -4.076, 0.320], [4.049, -3.690, -0.991], [2.992, -2.863, -1.296], [2.103, -2.396, -0.310], [1.079, -1.622, -0.579], [2.378, -2.826, 1.002], [3.437, -3.657, 1.335], [1.519, -2.408, 2.120], [0.507, -1.678, 1.909], [1.784, -2.784, 3.222], [2.839, -2.484, -2.727], [1.962, -1.686, -3.009], [3.604, -2.981, -3.507], [4.713, -4.031, -1.774], [3.614, -3.973, 2.353], [-3.069, 2.319, -3.005], [-2.635, 1.921, -1.586], [-3.620, 0.927, -0.980], [-0.858, 1.448, -1.464], [-0.039, 3.068, -1.145], [-0.343, 4.151, -2.189], [-0.435, 3.613, 0.236], [-0.170, 0.664, -2.999], [0.656, 1.556, -3.928], [-1.202, -0.136, -3.804], [-3.910, 3.009, -2.929], [-3.411, 1.449, -3.562], [-2.292, 2.814, -3.585], [-2.652, 2.816, -0.959], [-3.613, -0.025, -1.517], [-4.629, 1.334, -1.052], [-3.417, 0.745, 0.076], [1.033, 2.862, -1.159], [-1.397, 4.429, -2.174], [-0.071, 3.880, -3.204], [0.225, 5.045, -1.924], [-1.421, 4.078, 0.198], [0.269, 4.390, 0.534], [-0.466, 2.863, 1.024], [0.534, -0.064, -2.581], [0.020, 2.223, -4.509], [1.188, 0.915, -4.632], [1.401, 2.154, -3.403], [-1.688, 0.501, -4.541], [-1.982, -0.593, -3.196], [-0.688, -0.931, -4.347]], "lowdin_spin": [1.654, -0.002, 0.023, -0.004, 0.022, 0.023, 0.026, -0.003, 0.020, 0.004, 0.016, 0.000, 0.020, -0.003, 0.021, -0.002, 0.021, 0.016, 0.001, 0.002, 0.001, 0.000, 0.002, 0.001, 0.000, 0.001, 0.000, 0.002, 0.000, 0.001, 0.000, 0.001, 0.000, 0.000, 0.000, 0.000, 0.002, 0.001, 0.001, 0.011, -0.003, 0.011, 0.002, 0.039, 0.010, -0.003, 0.008, 0.002, 0.045, 0.001, -0.001, 0.005, 0.000, 0.000, -0.001, 0.001, 0.001, 0.001, 0.003, 0.000, 0.001, -0.001, 0.000, 0.000, 0.000, 0.000, 0.000, 0.000, 0.000, 0.000, 0.001, 0.000, 0.000, 0.000, 0.000, 0.000, 0.000, 0.001, 0.000, 0.000, 0.000, 0.000, 0.000, 0.000, 0.000]}

Record 4
{"formula": "C28H50Cl16O9", "method": "wB97M-V/def2-TZVPD", "e_above_lowest_kj_mol": 416.23, "energy_ha": -9137.08371, "e_homo_ev": -10.6, "smiles": "C[C@H]1COC(=O)O1.C[C@H]1COC(=O)O1.C[C@H]1COC(=O)O1.ClCCCl.ClCCCl.ClCCCl.ClCCCl.ClCCCl.ClCCCl.ClCCCl.ClCCCl", "orbital_gap_ev": 10.560, "symbols": ["C", "C", "C", "O", "C", "O", "O", "H", "H", "H", "H", "H", "H", "C", "C", "C", "O", "C", "O", "O", "H", "H", "H", "H", "H", "H", "C", "C", "C", "O", "C", "O", "O", "H", "H", "H", "H", "H", "H", "Cl", "C", "C", "Cl", "H", "H", "H", "H", "Cl", "C", "C", "Cl", "H", "H", "H", "H", "Cl", "C", "C", "Cl", "H", "H", "H", "H", "Cl", "C", "C", "Cl", "H", "H", "H", "H", "Cl", "C", "C", "Cl", "H", "H", "H", "H", "Cl", "C", "C", "Cl", "H", "H", "H", "H", "Cl", "C", "C", "Cl", "H", "H", "H", "H", "Cl", "C", "C", "Cl", "H", "H", "H", "H"], "xyz": [[25.184, 14.478, 4.787], [24.715, 13.166, 5.537], [25.566, 12.928, 6.787], [24.664, 12.756, 7.815], [23.444, 12.864, 7.347], [22.414, 12.615, 7.998], [23.450, 13.250, 6.086], [24.559, 14.553, 3.897], [26.249, 14.469, 4.555], [25.069, 15.363, 5.412], [24.701, 12.262, 4.927], [26.131, 13.837, 6.995], [26.192, 12.038, 6.729], [20.209, 20.155, 3.605], [20.205, 20.600, 2.155], [19.439, 21.936, 1.816], [20.394, 22.650, 1.199], [21.618, 22.057, 1.369], [22.661, 22.586, 1.071], [21.505, 20.886, 1.850], [19.183, 19.927, 3.896], [20.621, 20.843, 4.344], [20.806, 19.281, 3.866], [19.885, 19.842, 1.440], [19.126, 22.511, 2.687], [18.581, 21.735, 1.175], [18.203, 24.693, 10.030], [18.124, 25.642, 8.822], [18.557, 27.113, 9.098], [19.582, 27.404, 8.206], [19.810, 26.315, 7.404], [20.654, 26.207, 6.524], [19.124, 25.267, 7.919], [19.109, 24.811, 10.625], [18.089, 23.669, 9.675], [17.314, 24.697, 10.661], [17.087, 25.597, 8.489], [18.965, 27.042, 10.107], [17.679, 27.752, 9.011], [13.985, 22.275, -4.672], [12.929, 21.930, -6.071], [13.742, 21.100, -7.087], [12.644, 20.596, -8.334], [12.537, 22.860, -6.482], [12.070, 21.328, -5.777], [14.063, 20.156, -6.647], [14.609, 21.610, -7.507], [15.060, 28.920, -3.115], [15.991, 28.559, -1.605], [17.486, 28.302, -1.860], [18.270, 29.530, -2.964], [15.493, 27.684, -1.186], [15.863, 29.428, -0.960], [17.657, 27.333, -2.329], [18.067, 28.326, -0.939], [26.588, 31.765, -0.850], [25.988, 30.072, -0.851], [25.941, 29.529, 0.559], [27.578, 28.971, 1.092], [26.549, 29.523, -1.607], [24.947, 30.201, -1.149], [25.333, 28.628, 0.630], [25.589, 30.254, 1.293], [14.448, 14.580, 9.879], [15.432, 16.087, 9.865], [14.832, 17.249, 10.755], [14.573, 16.740, 12.467], [15.513, 16.449, 8.840], [16.419, 15.709, 10.132], [13.958, 17.680, 10.266], [15.527, 18.088, 10.787], [24.452, 21.384, 12.484], [24.531, 21.230, 10.671], [24.207, 19.790, 10.217], [22.514, 19.433, 10.591], [25.442, 21.601, 10.201], [23.739, 21.846, 10.243], [24.785, 19.071, 10.799], [24.371, 19.591, 9.158], [20.967, 20.742, -5.187], [22.334, 19.641, -5.100], [23.583, 20.055, -5.802], [23.183, 20.335, -7.534], [21.990, 18.655, -5.413], [22.514, 19.434, -4.045], [24.296, 19.238, -5.684], [23.958, 20.993, -5.393], [28.671, 21.767, 4.591], [29.736, 21.962, 3.176], [31.080, 21.233, 3.409], [32.097, 22.101, 4.599], [29.739, 23.043, 3.040], [29.232, 21.509, 2.322], [31.676, 21.093, 2.507], [30.878, 20.229, 3.784], [11.305, 17.633, 4.364], [11.415, 18.085, 2.686], [12.813, 18.618, 2.367], [13.349, 19.952, 3.433], [10.673, 18.856, 2.479], [11.140, 17.242, 2.053], [12.743, 18.900, 1.316], [13.515, 17.787, 2.435]], "lowdin_charge": [-0.003, -0.305, -0.118, 0.100, -0.558, 0.109, 0.104, 0.078, 0.082, 0.085, 0.154, 0.132, 0.141, -0.020, -0.304, -0.133, 0.074, -0.576, 0.148, 0.125, 0.086, 0.093, 0.083, 0.155, 0.136, 0.133, -0.027, -0.320, -0.113, 0.071, -0.486, 0.136, 0.075, 0.090, 0.083, 0.083, 0.145, 0.128, 0.135, 0.533, -0.669, -0.712, 0.582, 0.070, 0.061, 0.060, 0.074, 0.493, -0.621, -0.610, 0.479, 0.065, 0.065, 0.064, 0.066, 0.518, -0.648, -0.642, 0.502, 0.072, 0.064, 0.067, 0.066, 0.499, -0.629, -0.623, 0.505, 0.063, 0.057, 0.069, 0.058, 0.505, -0.631, -0.665, 0.534, 0.075, 0.054, 0.058, 0.070, 0.551, -0.735, -0.631, 0.521, 0.069, 0.071, 0.080, 0.074, 0.523, -0.648, -0.651, 0.521, 0.062, 0.068, 0.066, 0.060, 0.562, -0.701, -0.668, 0.521, 0.069, 0.076, 0.074, 0.067]}